Record 1
DFT (ωB97M-V/def2-TZVPD) results for a 2-piece molecular cluster, C12H18O2Se overall.

Calculated values
LUMO   0.71 eV
Orbital gap   7.4 eV

Positions of all 33 atoms, in Å:
C -5.21 -0.39 -0.40
C -4.87 0.41 0.67
C -4.28 -0.82 -1.33
C -3.55 0.75 0.86
C -2.97 -0.49 -1.24
C -2.61 0.36 -0.17
C 2.55 -2.69 1.09
C 3.35 3.01 -0.65
C 2.68 -1.59 0.09
C 2.76 2.54 0.66
C 1.24 -1.16 -0.44
C 0.59 -0.36 0.59
O 1.62 2.12 0.83
O 1.28 -0.43 -1.63
Se -0.61 0.83 -0.05
H -6.23 -0.68 -0.35
H -5.79 0.76 1.17
H -4.58 -1.53 -2.18
H -3.28 1.37 1.69
H -2.22 -0.65 -2.01
H 1.89 -3.53 0.87
H 2.16 -2.29 2.13
H 3.48 -3.04 1.42
H 2.68 3.63 -1.33
H 4.24 3.62 -0.39
H 3.58 2.03 -1.18
H 3.13 -1.78 -0.87
H 3.23 -0.77 0.45
H 3.65 2.66 1.42
H 0.79 -2.18 -0.66
H 0.10 -0.97 1.42
H -0.96 1.34 1.23
H 2.16 -0.06 -1.74


Record 2
DFT (ωB97M-V/def2-TZVPD) results for the molecule C3H7N.

Calculated values
LUMO   1.06 eV
Relative energy (zero: lowest compared OMol25 entry of this formula, charge and spin)   175.0 kJ/mol
Orbital gap   10.3 eV

Positions of all 11 atoms, in Å:
C 1.03 0.81 1.49
C 0.20 0.66 0.39
C -0.36 -0.58 -0.26
N -0.74 -0.40 -1.63
H 1.46 0.00 2.34
H 1.09 2.00 1.74
H -0.21 1.58 -0.15
H -1.26 -0.83 0.34
H 0.19 -1.47 -0.04
H 0.01 -0.55 -2.38
H -1.41 -1.23 -1.86


Record 3
DFT (ωB97M-V/def2-TZVPD) results for a 2-piece molecular cluster, C5H10O2 overall.

Calculated values
Spin multiplicity   2
LUMO (spin up / spin down)   -5.04 / -8.90 eV
Relative energy (zero: lowest compared OMol25 entry of this formula, charge and spin)   339.9 kJ/mol
Charge   +1
Orbital gap (spin up / spin down)   8.7 / 4.9 eV

Positions of all 17 atoms, in Å:
C -0.60 -1.43 1.13
C 0.49 -2.21 0.84
C -1.16 0.94 -1.22
O 0.14 0.36 -1.48
C -2.11 0.07 -0.39
C -1.78 -1.07 0.32
H -0.85 -1.39 2.13
H 0.82 -2.54 -0.21
H 0.97 -2.69 1.67
H -1.79 1.14 -2.21
H -0.94 2.02 -0.98
H 0.25 -0.36 -0.92
H -3.22 0.19 -0.54
H -2.76 -1.76 0.31
H 4.27 2.36 0.04
H 4.11 3.63 0.63
O 4.14 2.75 0.89


The calculated total energy results, record by record, are as follows: -82171.37044, -4712.34320, -9429.57867 eV.